# C6H7CsNaO3

C6H7CsNaO3 as an isolated structure (ωB97M-V/def2-TZVPD, OMol25).

```
18
Properties=species:S:1:pos:R:3
O 1.527 -0.694 1.123
C 2.334 -1.058 -0.045
C 2.619 0.321 -0.549
O 1.818 1.245 -0.576
H 1.640 -1.374 1.793
H 2.137 -1.699 -0.921
H 3.283 -1.474 0.340
H 3.648 0.456 -0.941
Na 0.121 1.102 1.002
C -1.275 -2.263 -0.513
C -1.837 -1.082 -0.225
C -2.271 0.064 0.103
C -2.636 1.358 0.268
O -1.825 2.308 0.614
Cs -3.262 6.794 -0.338
H -0.694 -2.767 0.265
H -1.686 -2.882 -1.315
H -3.640 1.646 -0.086
```

Properties
**LUMO (alpha / beta)**: -3.68 / -3.68 eV
**Charge**: +1

Quick look at the Mulliken charges, all values in e:
1. O -0.522
2. C -0.268
3. C 0.085
4. O -0.540
5. H 0.262
6. H 0.311
7. H 0.353
8. H 0.355
9. Na 0.783
10. C -1.351
11. C 0.710
12. C -0.294
13. C 0.138
14. O -0.800
15. Cs 0.995
16. H 0.229
17. H 0.265
18. H 0.288

---

# C23H25ClN2PTb

C23H25ClN2PTb as an isolated structure (ωB97M-V/def2-TZVPD, OMol25).

```
53
Properties=species:S:1:pos:R:3
Tb -0.067 1.041 2.217
Cl -0.048 1.942 4.260
P -0.062 0.991 -0.238
C -1.415 0.189 -1.020
C -1.243 -0.539 -2.192
C -2.356 -1.105 -2.828
C -3.632 -0.942 -2.291
C -3.800 -0.227 -1.104
C -2.693 0.327 -0.464
C -0.315 2.797 -0.470
C 0.544 3.687 0.193
C 0.385 5.061 0.023
C -0.623 5.549 -0.806
C -1.473 4.660 -1.467
C -1.323 3.285 -1.300
C 1.503 0.649 -0.985
C 2.577 0.160 -0.237
C 3.808 -0.073 -0.852
C 3.970 0.198 -2.211
C 2.905 0.718 -2.950
C 1.669 0.953 -2.330
H 1.341 3.301 0.838
H 1.050 5.748 0.545
H -0.748 6.623 -0.938
H -2.259 5.041 -2.118
H -1.993 2.596 -1.808
H -0.254 -0.687 -2.610
H -2.217 -1.681 -3.741
H -4.493 -1.382 -2.790
H -4.791 -0.109 -0.670
H -2.811 0.868 0.479
H 2.446 -0.021 0.834
H 4.643 -0.456 -0.266
H 4.929 0.019 -2.693
H 3.035 0.952 -4.004
H 0.857 1.387 -2.906
H -0.179 -5.531 -4.086
H 0.569 -5.498 -4.054
C 2.157 -3.912 3.915
C 1.134 -3.019 3.386
C -0.213 -3.292 3.192
C -0.807 -2.125 2.728
N 0.165 -1.149 2.619
N 1.352 -1.739 3.036
C -2.211 -1.882 2.433
H 1.870 -4.241 4.936
H 2.249 -4.810 3.269
H 3.133 -3.408 3.972
H -0.727 -4.233 3.396
H 2.225 -1.205 3.077
H -2.555 -2.567 1.627
H -2.823 -2.071 3.343
H -2.381 -0.838 2.113
```

Properties
**LUMO (alpha / beta)**: -7.47 / -6.54 eV
**2S+1**: 7
**Charge**: +2
**Expectation value of S²**: 12.780

Quick look at the Mulliken charges, all values in e:
1. Tb 1.135
2. Cl -0.296
3. P 0.610
4. C 0.973
5. C -0.533
6. C -0.717
7. C -0.569
8. C -0.973
9. C -0.527
10. C 0.924
11. C -0.393
12. C -0.836
13. C -0.494
14. C -0.701
15. C -0.241
16. C 0.796
17. C 0.017
18. C -0.642
19. C -0.547
20. C -0.833
21. C -0.388
22. H 0.297
23. H 0.424
24. H 0.411
25. H 0.424
26. H 0.428
27. H 0.550
28. H 0.463
29. H 0.433
30. H 0.454
31. H 0.437
32. H -0.402
33. H 0.417
34. H 0.428
35. H 0.420
36. H 0.582
37. H -0.018
38. H 0.019
39. C -1.129
40. C 0.662
41. C -0.995
42. C 0.464
43. N 0.110
44. N -0.111
45. C -0.787
46. H 0.325
47. H 0.314
48. H 0.316
49. H 0.434
50. H 0.188
51. H 0.290
52. H 0.362
53. H 0.023

---

Which formula does entry 1 have?
C6H7CsNaO3